No. 1
The following is a quantum chemistry calculation of a structure of composition C38H69N4O4PSbSi3Ti, from the Open Molecules 2025 dataset.

Atoms and positions in Å:
Ti 1.765 -0.347 1.285
C 5.150 -1.456 1.299
C 4.135 -2.480 1.711
C 4.494 -3.798 1.834
C 3.580 -4.724 2.403
C 2.416 -4.249 2.930
C 2.103 -2.879 2.827
N 2.908 -2.014 2.071
C 1.032 -2.252 3.524
C 0.204 -2.793 4.534
C -0.668 -1.928 5.178
C -0.711 -0.569 4.894
C 0.152 -0.084 3.882
N 0.911 -0.951 3.196
C 0.414 1.270 3.507
C -0.074 2.356 4.255
C 0.365 3.621 4.000
C 1.301 3.803 2.952
C 1.714 2.734 2.202
C 2.652 2.958 1.057
N 1.309 1.455 2.438
H 5.909 -1.881 0.642
H 4.665 -0.614 0.814
H 5.650 -1.083 2.197
H 5.484 -4.107 1.528
H 3.825 -5.777 2.461
H 1.721 -4.909 3.433
H 0.269 -3.834 4.817
H -1.321 -2.320 5.951
H -1.373 0.089 5.435
H -0.777 2.162 5.053
H 0.009 4.463 4.580
H 1.676 4.788 2.711
H 2.884 4.017 0.961
H 2.203 2.589 0.130
H 3.581 2.400 1.196
C -3.158 -4.363 0.507
C -1.897 -3.575 0.831
C -2.107 -2.723 2.073
C -0.713 -4.515 1.007
O -1.726 -2.687 -0.299
P -0.396 -1.922 -0.751
O -0.793 -0.910 -1.750
O 0.325 -1.500 0.522
O 0.566 -3.045 -1.374
C 0.398 -3.670 -2.669
C -1.018 -4.205 -2.844
C 1.402 -4.811 -2.649
C 0.726 -2.687 -3.787
H -3.422 -5.008 1.347
H -3.012 -4.983 -0.378
H -3.985 -3.678 0.317
H -2.221 -3.360 2.951
H -3.003 -2.111 1.959
H -1.251 -2.069 2.237
H -0.908 -5.174 1.855
H 0.203 -3.964 1.205
H -0.563 -5.129 0.117
H -1.266 -4.912 -2.053
H -1.088 -4.719 -3.804
H -1.747 -3.395 -2.827
H 1.170 -5.504 -1.839
H 2.406 -4.419 -2.486
H 1.382 -5.352 -3.597
H 0.027 -1.855 -3.776
H 0.660 -3.201 -4.749
H 1.736 -2.297 -3.673
C 3.692 -1.257 -1.809
C 3.292 0.162 -1.389
C 4.533 1.060 -1.362
C 2.297 0.720 -2.412
N 2.621 0.095 -0.111
H 4.059 -1.265 -2.840
H 2.829 -1.916 -1.725
H 4.476 -1.651 -1.164
H 5.013 1.059 -2.345
H 5.263 0.713 -0.630
H 4.264 2.087 -1.119
H 2.731 0.733 -3.417
H 2.013 1.741 -2.142
H 1.389 0.116 -2.415
C -2.852 3.787 2.044
Si -3.197 2.517 0.703
C -3.428 0.840 1.502
C -4.790 3.031 -0.165
Sb -1.121 2.280 -0.766
Si -2.387 1.640 -2.911
C -3.597 0.244 -2.578
C -1.144 1.130 -4.217
C -3.395 3.056 -3.656
Si -0.898 4.774 -1.319
C -2.485 5.786 -1.436
C 0.159 5.599 -0.004
C 0.041 4.904 -2.949
H -3.722 3.894 2.698
H -2.623 4.769 1.625
H -2.000 3.481 2.650
H -4.277 0.830 2.192
H -2.528 0.587 2.065
H -3.574 0.055 0.758
H -5.634 2.928 0.523
H -4.998 2.420 -1.042
H -4.739 4.073 -0.485
H -3.080 -0.586 -2.101
H -4.021 -0.105 -3.524
H -4.422 0.566 -1.941
H -0.601 0.254 -3.873
H -0.424 1.925 -4.419
H -1.660 0.889 -5.151
H -4.219 3.356 -3.008
H -3.822 2.718 -4.606
H -2.792 3.939 -3.862
H -2.903 5.941 -0.439
H -3.246 5.309 -2.049
H -2.269 6.770 -1.864
H -0.250 5.441 0.995
H 0.234 6.676 -0.180
H 1.165 5.178 -0.005
H -0.470 4.393 -3.765
H 1.028 4.448 -2.844
H 0.178 5.950 -3.236

Summary:
HOMO-LUMO gap (spin up / spin down): 4.837 / 7.676 eV
HOMO (spin up / spin down): -2.3 / -5.2 eV
total charge: -1
ΔE to the lowest compared entry with this formula, charge and spin: 0.106 eV
spin multiplicity: 3

Results of the Löwdin charge analysis, in e, for atoms 1 through 99: Ti 0.99; C -0.05; C -0.33; C -0.07; C -0.09; C -0.06; C -0.23; N 0.03; C -0.26; C -0.05; C -0.11; C -0.04; C -0.24; N 0.01; C -0.21; C -0.06; C -0.11; C -0.08; C -0.35; C -0.07; N 0.02; H 0.08; H 0.02; H 0.09; H 0.09; H 0.09; H 0.10; H 0.09; H 0.10; H 0.09; H 0.10; H 0.10; H 0.09; H 0.07; H 0.04; H 0.07; C -0.03; C -0.60; C -0.02; C -0.02; O -0.16; P 0.31; O -0.32; O -0.33; O -0.16; C -0.62; C -0.03; C -0.03; C -0.02; H 0.09; H 0.07; H 0.09; H 0.09; H 0.08; H 0.06; H 0.09; H 0.07; H 0.07; H 0.07; H 0.09; H 0.09; H 0.08; H 0.08; H 0.09; H 0.06; H 0.09; H 0.07; C -0.04; C -0.69; C -0.06; C -0.06; N -0.12; H 0.08; H 0.06; H 0.06; H 0.08; H 0.06; H 0.06; H 0.08; H 0.06; H 0.05; C -0.22; Si 0.27; C -0.23; C -0.22; Sb 0.92; Si 0.29; C -0.21; C -0.22; C -0.23; Si 0.26; C -0.23; C -0.23; C -0.24; H 0.03; H 0.01; H 0.00; H 0.03; H 0.02

***

No. 2
The following is a quantum chemistry calculation of a cluster of 4 separate species, C38H72IN2O6 in total, from the Open Molecules 2025 dataset.

Atoms and positions in Å:
C 1.902 0.466 1.549
C 3.098 -0.209 1.577
C 4.134 0.011 0.520
O 4.173 -0.672 -0.485
O 5.056 0.973 0.725
C 4.626 2.274 0.257
C 5.035 2.475 -1.199
C 5.227 3.969 -1.562
C 4.051 4.541 -2.402
C 3.802 5.997 -1.984
C 2.455 6.643 -2.464
C 1.553 5.722 -3.225
C 1.790 5.532 -4.520
N 1.028 4.684 -5.199
C 0.035 4.015 -4.658
I -0.916 2.707 -5.999
C -0.281 4.177 -3.348
C -1.396 3.428 -2.653
C -2.804 3.739 -3.172
C -3.932 2.857 -2.563
C -3.547 1.449 -2.106
C -2.981 0.531 -3.185
C -2.101 -0.602 -2.601
C -0.595 -0.291 -2.647
C 0.253 -1.467 -3.148
C 1.742 -1.061 -3.018
C 0.505 5.060 -2.621
N 0.299 5.348 -1.242
C -0.974 6.056 -0.976
C 0.547 4.221 -0.417
C -0.301 3.950 0.811
O 1.455 3.466 -0.708
H 1.685 1.239 2.284
H 1.136 0.303 0.794
H 3.304 -0.937 2.361
H 5.064 3.028 0.905
H 3.543 2.329 0.390
H 5.929 1.896 -1.405
H 4.236 2.034 -1.796
H 6.168 4.048 -2.098
H 5.320 4.500 -0.615
H 4.372 4.492 -3.443
H 3.210 3.877 -2.229
H 3.906 6.097 -0.909
H 4.608 6.580 -2.426
H 2.669 7.547 -3.028
H 1.915 6.949 -1.575
H 2.598 6.005 -5.049
H 1.242 4.535 -6.177
H -1.129 2.376 -2.683
H -1.386 3.706 -1.608
H -2.894 3.731 -4.254
H -3.026 4.764 -2.868
H -4.290 3.380 -1.674
H -4.787 2.795 -3.230
H -2.897 1.448 -1.231
H -4.470 0.978 -1.762
H -2.325 1.116 -3.820
H -3.743 0.085 -3.819
H -2.426 -0.826 -1.588
H -2.268 -1.471 -3.235
H -0.352 0.546 -3.301
H -0.240 -0.094 -1.634
H 0.070 -1.547 -4.220
H 0.031 -2.381 -2.613
H 1.814 -0.262 -2.278
H 2.362 -1.864 -2.630
H 2.130 -0.656 -3.948
H -0.850 6.611 -0.049
H -1.189 6.793 -1.742
H -1.835 5.409 -0.836
H -0.039 2.952 1.139
H -0.048 4.659 1.596
H -1.358 3.948 0.560
C 0.288 -4.254 0.204
C 1.089 -5.267 -0.598
O 2.057 -4.680 -1.447
C 3.054 -3.899 -0.808
C 3.891 -4.673 0.198
H -0.211 -3.550 -0.464
H -0.467 -4.758 0.809
H 0.921 -3.675 0.878
H 0.414 -5.822 -1.249
H 1.557 -6.004 0.064
H 2.603 -3.017 -0.343
H 3.703 -3.530 -1.602
H 3.289 -5.060 1.021
H 4.661 -4.027 0.620
H 4.374 -5.524 -0.283
C -2.640 -7.469 5.370
C -2.291 -6.755 4.076
O -1.672 -5.493 4.265
C -0.445 -5.493 4.973
C 0.643 -6.322 4.315
H -3.297 -6.848 5.982
H -3.147 -8.410 5.156
H -1.754 -7.696 5.964
H -3.208 -6.557 3.518
H -1.669 -7.391 3.437
H -0.604 -5.810 6.010
H -0.125 -4.451 5.015
H 0.375 -7.377 4.252
H 1.572 -6.247 4.880
H 0.823 -5.969 3.297
C -4.963 -3.979 5.540
C -3.993 -3.305 4.584
O -4.630 -2.609 3.521
C -5.504 -1.561 3.894
C -4.833 -0.453 4.689
H -5.604 -4.679 5.001
H -4.415 -4.525 6.308
H -5.613 -3.261 6.043
H -3.371 -4.063 4.121
H -3.315 -2.635 5.125
H -6.366 -1.961 4.439
H -5.891 -1.149 2.962
H -4.433 -0.813 5.637
H -5.549 0.341 4.907
H -4.002 -0.028 4.122

Summary:
HOMO-LUMO gap: 6.127 eV
HOMO: -10.0 eV
total charge: +1

Results of the Löwdin charge analysis, in e, for atoms 1 through 99: C 0.02; C -0.04; C -0.49; O 0.13; O 0.00; C -0.15; C -0.15; C -0.17; C -0.20; C -0.15; C -0.10; C -0.14; C 0.01; N 0.06; C -0.60; I 1.12; C -0.13; C -0.14; C -0.19; C -0.17; C -0.21; C -0.21; C -0.18; C -0.23; C -0.23; C -0.08; C -0.10; N -0.04; C -0.01; C -0.44; C 0.03; O 0.09; H 0.06; H 0.06; H 0.12; H 0.13; H 0.10; H 0.12; H 0.11; H 0.11; H 0.10; H 0.11; H 0.08; H 0.11; H 0.11; H 0.12; H 0.11; H 0.17; H 0.14; H 0.10; H 0.08; H 0.05; H 0.11; H 0.11; H 0.11; H 0.11; H 0.12; H 0.03; H 0.12; H 0.11; H 0.11; H 0.08; H 0.10; H 0.11; H 0.09; H 0.05; H 0.05; H 0.07; H 0.10; H 0.11; H 0.08; H 0.08; H 0.10; H 0.08; C -0.07; C -0.28; O -0.16; C -0.29; C -0.07; H 0.06; H 0.08; H 0.06; H 0.12; H 0.11; H 0.09; H 0.11; H 0.06; H 0.08; H 0.08; C -0.07; C -0.27; O -0.19; C -0.27; C -0.07; H 0.07; H 0.08; H 0.07; H 0.12; H 0.11

***

Q: Which formula does entry 2 have?
A: C38H72IN2O6

***

Q: Among the records above, which one has the lowest total charge?
A: C38H69N4O4PSbSi3Ti

***

Q: Among the records above, which one has the lowest total charge?
A: C38H69N4O4PSbSi3Ti

***

Q: The highest total charge belongs to which entry?
A: C38H72IN2O6